81
Properties=species:S:1:pos:R:3 method="wB97M-V/def2-TZVPD" e_homo_ha="-0.2031 / -0.2797" lumo_ev="0.31 / -1.73" s_squared=6.037 spin_multiplicity=5 orbital_gap_ha="0.2145 / 0.2161"
Os 0.08 -0.30 -0.01
O -0.19 -3.89 2.96
C -0.94 -3.24 3.88
C -1.28 -3.93 5.04
C -2.05 -3.32 6.01
C -2.48 -2.01 5.85
C -2.16 -1.32 4.70
C -1.38 -1.91 3.70
C -1.08 -1.16 2.47
O -0.06 -1.55 1.70
N -1.82 -0.13 2.18
N -1.46 0.40 0.99
C -2.11 1.42 0.44
C -1.58 1.93 -0.74
C -2.16 2.99 -1.48
C -1.56 3.45 -2.61
C -0.34 2.86 -3.04
C 0.19 1.83 -2.30
N -0.38 1.34 -1.19
H 0.04 -3.24 2.26
H -0.93 -4.94 5.16
H -2.32 -3.87 6.90
H -3.07 -1.53 6.62
H -2.49 -0.30 4.55
H -3.00 1.82 0.92
H -3.08 3.42 -1.11
H -1.99 4.26 -3.18
H 0.17 3.20 -3.93
H 1.12 1.37 -2.60
C 1.09 1.81 3.38
Si 2.41 1.74 2.04
C 2.03 3.00 0.68
C 4.09 2.20 2.80
C 2.47 0.03 1.26
C 2.85 -0.09 -0.15
C 4.09 0.32 -0.67
C 4.39 0.04 -1.98
C 3.45 -0.61 -2.78
C 2.23 -0.93 -2.22
N 1.93 -0.66 -0.95
Si 2.97 -1.53 2.21
C 4.87 -1.45 2.27
C 2.57 -3.09 1.23
C 2.40 -1.50 4.00
H 1.06 2.80 3.84
H 1.29 1.09 4.17
H 0.10 1.60 2.98
H 2.11 4.02 1.05
H 1.02 2.87 0.30
H 2.72 2.89 -0.16
H 4.04 3.20 3.25
H 4.88 2.22 2.05
H 4.38 1.50 3.58
H 4.79 0.80 0.00
H 5.35 0.33 -2.40
H 3.66 -0.86 -3.81
H 1.45 -1.41 -2.80
H 5.30 -1.36 1.27
H 5.26 -2.36 2.72
H 5.22 -0.60 2.86
H 3.43 -3.39 0.62
H 1.73 -2.92 0.55
H 2.31 -3.93 1.88
H 3.06 -0.87 4.61
H 2.42 -2.51 4.42
H 1.38 -1.12 4.11
C -2.43 -3.00 -2.52
C -1.89 -2.57 -1.15
C -3.09 -2.15 -0.27
C -1.18 -3.76 -0.49
C -0.96 -1.41 -1.37
H -3.05 -3.90 -2.42
H -1.62 -3.23 -3.21
H -3.04 -2.21 -2.96
H -3.83 -2.96 -0.24
H -3.57 -1.26 -0.68
H -2.78 -1.93 0.75
H -1.91 -4.48 -0.11
H -0.57 -3.43 0.34
H -0.54 -4.27 -1.21
H -1.18 -0.85 -2.28

---

29
Properties=species:S:1:pos:R:3 method="wB97M-V/def2-TZVPD" total_charge=-1 e_homo_ha=-0.2098 lumo_ev=3.16 e_above_lowest_ev=2.333 orbital_gap_ha=0.3258
O 0.61 3.46 1.15
H -0.27 3.86 1.17
H 0.78 -2.03 -0.88
O 2.38 1.68 0.47
H 1.75 2.31 0.16
H -0.56 2.87 -1.17
O -0.58 -3.06 2.07
H 1.99 0.77 0.62
H 0.22 -3.50 2.04
O 4.12 -0.20 -0.36
H -0.04 -0.15 0.19
H 0.58 3.12 2.05
O -1.10 0.04 0.48
H 0.72 -3.58 -1.29
H 4.32 -0.91 0.24
O -3.24 0.78 -1.17
H -3.44 -0.02 -1.66
H -2.77 0.29 -0.36
O -2.40 -2.37 -0.39
H -2.71 -2.73 0.37
H -1.55 -1.89 -0.15
O 1.08 -0.18 -0.46
H 1.12 0.39 -1.27
H -1.38 0.91 0.09
O 0.96 -2.89 -0.62
H -0.33 -2.10 1.87
O -1.47 2.98 -1.48
H 3.14 0.00 -0.11
H -1.93 2.13 -1.59

---

13
Properties=species:S:1:pos:R:3 method="wB97M-V/def2-TZVPD" e_homo_ha="-0.2621 / -0.2642" lumo_ev="-0.54 / -0.31" s_squared=12.765 e_above_lowest_ev=0.000 spin_multiplicity=7 orbital_gap_ha="0.2422 / 0.2526"
O -0.33 -0.87 0.68
C 0.65 -1.48 1.17
C 2.04 -1.11 0.73
O 2.08 -0.42 -0.44
Tb 0.22 0.28 -1.31
H 0.53 -1.95 2.16
H 2.59 -2.08 0.69
H 2.49 -0.56 1.60
O -1.69 0.60 -2.33
C -2.11 1.53 -1.45
C -1.44 1.72 -0.28
H -3.08 2.00 -1.69
H -1.94 2.35 0.47

---

16
Properties=species:S:1:pos:R:3 method="wB97M-V/def2-TZVPD" smiles=Cc1cc[nH]c1C e_homo_ha=-0.2870 lumo_ev=1.06 e_above_lowest_ev=0.088 orbital_gap_ha=0.3260
C 1.25 1.62 -0.21
C 0.45 0.37 -0.44
C 0.43 -0.37 -1.66
C -0.40 -1.45 -1.48
N -0.89 -1.39 -0.21
C -0.38 -0.29 0.44
C -0.84 -0.02 1.84
H 2.14 1.62 -0.84
H 1.60 1.71 0.83
H 0.69 2.53 -0.45
H 0.98 -0.13 -2.56
H -0.67 -2.26 -2.15
H -1.48 -2.07 0.23
H -0.12 0.59 2.40
H -0.96 -0.96 2.39
H -1.80 0.50 1.87

---

38
Properties=species:S:1:pos:R:3 method="wB97M-V/def2-TZVPD" e_homo_ha=-0.3078 lumo_ev=-0.55 e_above_lowest_ev=1.754 orbital_gap_ha=0.2876
Rb -0.77 0.33 -0.30
C 5.17 0.43 0.66
Se 3.34 -0.29 0.54
C 3.59 -1.37 -1.08
C 3.11 -2.78 -0.78
Se 1.36 -2.58 0.20
C 1.98 -3.10 1.94
H 5.47 0.90 -0.28
H 5.84 -0.39 0.91
H 5.20 1.18 1.46
H 4.64 -1.31 -1.40
H 2.94 -0.93 -1.85
H 3.82 -3.35 -0.18
H 2.93 -3.32 -1.71
H 2.43 -4.09 1.88
H 1.09 -3.11 2.57
H 2.71 -2.39 2.35
N -6.57 1.85 -2.17
C -5.65 2.22 -1.59
C -4.51 2.69 -0.90
C -4.60 3.56 0.18
C -3.43 3.99 0.77
C -2.21 3.55 0.26
N -2.12 2.70 -0.76
C -3.24 2.29 -1.33
H -5.57 3.89 0.53
H -3.44 4.67 1.61
H -1.27 3.90 0.66
H -3.14 1.63 -2.18
I 2.42 1.89 -0.23
I 1.47 4.57 -1.01
Cl -1.33 -2.34 -1.66
C -2.07 -2.93 -0.17
Cl -1.34 -4.44 0.31
C -1.80 -1.78 0.84
O -2.66 -0.90 0.88
O -0.68 -1.75 1.39
H -3.13 -3.07 -0.37

---

16
Properties=species:S:1:pos:R:3 method="wB97M-V/def2-TZVPD" e_homo_ha=-0.2998 lumo_ev=-0.10 e_above_lowest_ev=3.924 orbital_gap_ha=0.2962
C 2.23 -0.12 -0.26
C 1.00 0.57 0.36
C -0.20 0.25 -0.45
C -0.96 -0.92 -0.31
C -2.17 0.20 0.47
O -1.48 1.12 1.09
H 2.10 -1.21 -0.29
H 2.42 0.23 -1.28
H 3.11 0.11 0.34
H 0.82 0.21 1.37
H 1.14 1.65 0.41
H -0.43 0.91 -1.30
H -0.60 -1.64 0.43
H -1.45 -1.35 -1.18
H -2.85 -0.44 1.07
H -2.67 0.45 -0.48

---

82
Properties=species:S:1:pos:R:3 method="wB97M-V/def2-TZVPD" total_charge=+3 e_homo_ha="-0.5886 / -0.5918" lumo_ev="-8.56 / -8.84" s_squared=0.757 e_above_lowest_ev=0.868 spin_multiplicity=2 orbital_gap_ha="0.2741 / 0.2668"
Ti 0.17 0.61 -0.07
N 0.89 3.24 -3.70
C 0.52 2.82 -2.51
N 0.88 1.68 -1.97
C 1.71 0.83 -2.71
N 2.12 -0.30 -2.23
N 1.72 -0.47 -0.92
C 2.29 -1.38 -0.22
C 2.10 -1.27 1.24
C 2.73 -2.09 2.16
C 2.60 -1.80 3.51
C 1.87 -0.69 3.90
C 1.26 0.08 2.92
N 1.37 -0.20 1.62
C 2.14 1.23 -4.04
C 2.99 0.45 -4.83
C 3.40 0.91 -6.06
C 2.96 2.16 -6.53
C 2.13 2.95 -5.77
C 1.73 2.47 -4.53
H 0.58 4.14 -4.02
H -0.15 3.46 -1.95
H 3.02 -2.05 -0.67
H 3.33 -2.93 1.82
H 3.09 -2.42 4.25
H 1.76 -0.41 4.94
H 0.69 0.96 3.18
H 3.32 -0.51 -4.46
H 4.06 0.31 -6.67
H 3.29 2.51 -7.50
H 1.79 3.91 -6.13
C -0.86 -1.18 -2.74
O -1.17 -0.26 -1.69
C -2.30 0.55 -2.05
C -2.67 1.46 -0.91
O -1.45 2.05 -0.44
C -1.60 2.95 0.68
C -0.23 3.51 0.97
O 0.72 2.43 0.88
C 2.08 2.87 1.14
H -1.74 -1.79 -2.96
H -0.57 -0.64 -3.64
H -0.04 -1.81 -2.41
H -2.05 1.12 -2.95
H -3.15 -0.09 -2.29
H -3.34 2.25 -1.26
H -3.16 0.92 -0.09
H -2.28 3.76 0.41
H -2.02 2.41 1.53
H 0.06 4.29 0.25
H -0.20 3.94 1.97
H 2.15 3.24 2.16
H 2.73 2.02 1.00
H 2.34 3.67 0.43
N -1.20 0.80 5.36
C -1.72 0.45 4.39
N -2.33 0.05 3.28
C -1.73 -0.11 2.20
N -1.27 -0.25 1.12
C -3.28 -5.55 0.28
N -1.82 -5.98 0.51
C -1.55 -5.96 2.03
N -1.85 -4.68 2.56
C -3.23 -4.30 2.30
N -3.52 -4.28 0.86
C -2.83 -3.18 0.18
P -0.98 -3.28 0.31
C -0.87 -5.07 -0.21
C -0.90 -3.64 2.14
H -3.90 -6.31 0.74
H -3.44 -5.53 -0.80
H -1.70 -6.93 0.17
H -0.51 -6.23 2.17
H -2.20 -6.72 2.46
H -3.42 -3.32 2.72
H -3.90 -5.02 2.78
H -3.17 -2.24 0.61
H -3.12 -3.18 -0.88
H 0.14 -5.44 -0.04
H -1.08 -5.15 -1.28
H -1.11 -2.73 2.70
H 0.12 -3.95 2.39

---

9
Properties=species:S:1:pos:R:3 method="wB97M-V/def2-TZVPD" smiles="O=C=C/C([O-])=C/Cl" total_charge=-1 e_homo_ha=-0.1114 lumo_ev=3.95 e_above_lowest_ev=1.827 orbital_gap_ha=0.2564
O -1.09 -1.65 1.26
C -0.06 -1.11 1.04
C 1.00 -0.45 0.67
C 0.57 0.21 -0.68
O 1.40 0.14 -1.60
C -0.73 0.67 -0.42
Cl -1.69 1.38 -1.77
H 1.88 -0.14 1.01
H -1.27 0.96 0.50

---

16
Properties=species:S:1:pos:R:3 method="wB97M-V/def2-TZVPD" e_homo_ha=-0.2729 lumo_ev=0.89 e_above_lowest_ev=3.275 orbital_gap_ha=0.3057
C 0.70 -0.70 2.38
C 0.28 -0.38 0.97
C -1.05 -0.04 0.74
C -1.28 0.58 -0.48
C -0.15 0.87 -1.21
C 0.04 0.56 -2.62
N 1.08 -0.26 -0.07
H 1.07 0.22 2.87
H -0.17 -1.03 2.94
H 1.49 -1.46 2.45
H -1.82 -0.19 1.46
H -2.31 0.82 -0.75
H 0.18 -0.53 -2.70
H -0.93 0.93 -2.98
H 0.82 1.09 -3.18
H 2.06 -0.49 0.19

---

120
Properties=species:S:1:pos:R:3 method="wB97M-V/def2-TZVPD" e_homo_ha="-0.1913 / -0.2002" lumo_ev="-1.76 / -1.85" s_squared=6.087 e_above_lowest_ev=1.495 spin_multiplicity=5 orbital_gap_ha="0.1266 / 0.1321"
Fe -0.17 -0.07 0.92
N 0.66 0.08 3.46
N 1.97 0.02 3.93
C 2.98 -0.10 3.05
N 4.21 -0.33 3.56
S 2.78 0.06 1.41
H 0.13 0.83 3.90
H 0.14 -0.79 3.59
H 2.13 -0.26 4.90
H 4.39 -0.33 4.55
H 4.99 -0.28 2.92
C 4.26 -2.86 -3.73
Si 2.47 -2.78 -3.05
C 2.30 -3.78 -1.44
C 1.28 -3.50 -4.36
C 2.10 -0.95 -2.67
Te 0.06 -0.68 -1.94
C -0.62 -0.09 -3.96
Si -0.33 1.68 -4.60
C -1.03 1.81 -6.38
C -1.33 2.86 -3.48
C 1.50 2.22 -4.68
H 4.55 -3.89 -3.91
H 4.96 -2.44 -3.02
H 4.37 -2.32 -4.66
H 2.09 -4.83 -1.62
H 1.50 -3.39 -0.83
H 3.22 -3.73 -0.85
H 1.39 -4.58 -4.41
H 1.47 -3.10 -5.36
H 0.24 -3.29 -4.11
H 2.22 -0.32 -3.54
H 2.78 -0.59 -1.90
H -1.69 -0.29 -3.96
H -0.17 -0.82 -4.63
H -2.09 1.56 -6.40
H -0.52 1.16 -7.08
H -0.93 2.83 -6.74
H -2.37 2.91 -3.80
H -0.93 3.87 -3.51
H -1.32 2.53 -2.45
H 2.07 1.59 -5.35
H 1.97 2.20 -3.71
H 1.57 3.24 -5.06
C 1.01 4.52 4.85
C -0.31 4.61 4.42
C -0.73 3.89 3.31
C 0.16 3.09 2.61
C 1.48 3.01 3.05
C 1.90 3.71 4.16
P -0.22 2.20 1.02
C -1.72 3.16 0.56
C -2.88 2.94 1.30
C -4.05 3.63 1.02
C -4.07 4.55 -0.01
C -2.93 4.78 -0.75
C -1.76 4.10 -0.47
C 1.07 3.11 0.08
C 1.94 2.45 -0.77
C 2.95 3.15 -1.42
C 3.07 4.51 -1.25
C 2.19 5.18 -0.40
C 1.21 4.49 0.27
H 1.34 5.09 5.70
H -1.01 5.24 4.94
H -1.76 4.00 2.99
H 2.18 2.41 2.50
H 2.93 3.65 4.48
H -2.87 2.22 2.10
H -4.93 3.45 1.62
H -4.98 5.09 -0.23
H -2.93 5.51 -1.55
H -0.87 4.31 -1.04
H 1.84 1.38 -0.90
H 3.65 2.62 -2.05
H 3.84 5.06 -1.76
H 2.29 6.25 -0.25
H 0.55 5.00 0.96
Se -2.85 -0.31 4.32
N -4.43 -0.23 3.47
C -4.19 -0.12 2.17
C -5.13 0.02 1.15
C -4.66 0.19 -0.15
C -3.31 0.21 -0.41
N -2.37 0.07 0.54
C -2.80 -0.09 1.79
N -1.91 -0.16 2.78
H -6.18 0.01 1.38
H -5.36 0.30 -0.96
H -2.93 0.35 -1.42
C 3.03 -3.58 2.58
C 1.60 -3.12 2.85
C 1.26 -3.29 4.33
C 0.61 -3.85 1.97
C 0.56 -5.23 1.99
C -0.35 -5.93 1.22
C -1.25 -5.22 0.44
C -1.22 -3.84 0.36
C -2.24 -3.11 -0.47
C -3.63 -3.28 0.16
C -2.25 -3.59 -1.92
C -0.25 -3.09 1.11
N -0.09 -1.79 0.98
H 3.74 -2.98 3.16
H 3.27 -3.47 1.53
H 3.16 -4.62 2.87
H 1.51 -2.07 2.57
H 1.29 -4.34 4.61
H 0.27 -2.91 4.56
H 2.00 -2.77 4.95
H 1.25 -5.77 2.62
H -0.38 -7.01 1.25
H -1.99 -5.75 -0.14
H -2.00 -2.05 -0.45
H -3.92 -4.32 0.18
H -4.36 -2.71 -0.41
H -3.62 -2.91 1.19
H -2.51 -4.64 -1.99
H -1.26 -3.45 -2.35
H -2.97 -3.01 -2.50

---

| no. | E_tot (eV) |
| --- | --- |
| 1 | -60068.44894 |
| 2 | -20784.18385 |
| 3 | -32804.05909 |
| 4 | -7858.07149 |
| 5 | -192356.50422 |
| 6 | -7390.84158 |
| 7 | -84567.66876 |
| 8 | -20796.74701 |
| 9 | -7854.88491 |
| 10 | -199970.17318 |